{"formula": "C2H5NOS2", "method": "ωB97M-V/def2-TZVPD", "smiles": "ONC(=S)CS", "e_above_lowest_kcal_mol": 65.0, "gap_ha": 0.327, "largest_force_ha_per_bohr": 0.149, "charge": 0, "elements": ["C", "C", "H", "H", "H", "H", "H", "N", "O", "S", "S"], "coordinates": [[-0.651, -1.114, -0.174], [0.642, -0.178, -0.213], [-2.310, -0.257, 1.262], [-0.726, -1.751, 0.784], [-0.434, -1.679, -1.070], [-0.530, 1.466, -0.031], [2.134, 1.352, -0.180], [0.475, 1.051, -0.160], [1.455, 2.054, -0.036], [-2.126, 0.066, -0.141], [2.072, -1.010, -0.043]], "forces_ev_per_angstrom": [[0.674, 2.143, 1.100], [0.039, -5.282, 1.685], [-0.006, 0.804, -2.201], [0.584, 1.063, -1.838], [-1.050, -0.473, -0.174], [2.229, -1.107, -0.447], [1.687, 1.103, 0.293], [-4.239, 6.342, 0.536], [-0.154, -2.859, -0.559], [-0.461, -2.153, 2.071], [0.696, 0.419, -0.466]], "nbo_charge": [-0.53, 0.07, 0.16, 0.27, 0.26, 0.41, 0.49, -0.28, -0.50, -0.07, -0.27]}